The molecule C12H15NO5S, computed with ωB97M-V/def2-TZVPD.

Relative energy (zero: lowest compared OMol25 entry of this formula, charge and spin)   0.0 kcal/mol
F_max   0.80 eV/A
E_HOMO   -7.88 eV
SMILES   CCOC(=O)c1cc(C)sc1NC(=O)CCC(=O)O

```
! RIJCOSX wB97M-V def2-TZVPD def2/J DEFGRID3
* xyz 0 1
C 1.813 0.120 4.762
C 1.800 0.533 3.303
H 1.476 1.573 3.185
H 2.795 0.436 2.851
O 0.892 -0.316 2.605
C 0.799 -0.130 1.286
O 1.450 0.719 0.690
C -0.142 -1.026 0.644
C -0.375 -0.970 -0.718
N 0.249 -0.112 -1.579
C -0.110 -0.025 -2.888
O -0.908 -0.797 -3.375
C 0.624 1.037 -3.685
H 0.120 1.115 -4.650
H 1.642 0.682 -3.862
C 0.674 2.406 -3.004
H 1.311 2.379 -2.115
C -0.696 2.856 -2.552
O -1.555 2.143 -2.110
O -0.848 4.178 -2.682
H -1.723 4.455 -2.367
H 1.083 3.157 -3.681
H 0.894 0.526 -1.110
S -1.547 -2.105 -1.245
C -1.743 -2.687 0.399
C -0.945 -2.025 1.267
H -0.905 -2.217 2.324
C -2.708 -3.781 0.686
H -3.715 -3.487 0.396
H -2.701 -4.017 1.747
H -2.449 -4.677 0.123
H 2.130 -0.915 4.855
H 2.501 0.754 5.315
H 0.818 0.218 5.187
*
```